12
Properties=species:S:1:pos:R:3:lowdin_charge:R:1 method="wB97M-V/def2-TZVPD" e_tot_ha=-653.788826 homo_energy_ev=-10.3 total_charge=0
C -0.191 1.312 -0.168 -0.15
C -0.289 -0.064 0.358 -0.61
C 0.868 -0.874 -0.237 -0.59
H 0.421 2.099 0.695 0.16
H 0.199 1.472 -1.371 0.16
H -1.316 1.606 -0.161 0.08
H -0.367 -0.455 1.522 0.18
H -1.977 -1.220 0.810 0.28
H 0.964 -1.847 0.179 0.05
H 0.537 -1.052 -1.317 0.11
O -1.360 -0.826 -0.293 -0.20
Cl 2.511 -0.152 -0.017 0.52

=====

13
Properties=species:S:1:pos:R:3:lowdin_charge:R:1 method="wB97M-V/def2-TZVPD" e_tot_ha=-1052.055956 homo_energy_ev=-8.4 total_charge=0
C -1.425 0.386 -0.866 -0.08
C -0.220 -0.481 -0.381 -0.30
C 0.764 0.212 0.391 -0.89
O 1.802 0.702 -0.277 0.01
S 0.620 0.706 1.981 0.94
Cl 2.118 -1.987 0.897 -0.23
H -1.752 0.855 0.028 0.05
H -2.186 -0.275 -1.278 0.08
H -1.277 1.137 -1.610 0.07
H 0.268 -0.911 -1.373 0.17
H -0.741 -1.333 0.213 0.14
H 2.533 1.001 0.232 0.10
H -0.505 -0.013 2.043 -0.06

=====

12
Properties=species:S:1:pos:R:3:lowdin_charge:R:1 method="wB97M-V/def2-TZVPD" e_tot_ha=-976.810230 smiles="CSCl.C=C" homo_energy_ev=-8.9 total_charge=0
C 1.259 -1.835 0.888 -0.12
C 1.765 -1.011 0.083 -0.16
C -1.048 1.094 -0.657 -0.48
S -2.074 1.428 0.807 0.33
Cl -3.175 3.003 0.088 0.07
H 0.983 -1.517 1.864 0.05
H 0.816 -2.800 0.393 0.10
H 1.885 -1.277 -0.995 0.07
H 2.299 -0.076 0.392 0.08
H -1.839 0.803 -1.478 0.07
H -0.508 1.933 -0.885 -0.02
H -0.365 0.255 -0.500 0.00

=====

12
Properties=species:S:1:pos:R:3:lowdin_charge:R:1 method="wB97M-V/def2-TZVPD" e_tot_ha=-976.860580 smiles=C[C@H](Cl)CS homo_energy_ev=-9.3 total_charge=0
C -1.744 1.412 -0.119 -0.12
C -0.601 0.377 -0.278 -0.91
C 0.648 0.793 0.538 -0.55
H -2.317 1.382 -1.052 0.08
H -1.272 2.365 0.068 0.06
H -2.286 0.898 0.709 0.06
H -0.198 0.330 -1.266 0.06
H 0.784 1.875 0.144 0.10
H 0.696 0.706 1.653 0.08
H 1.702 -1.353 0.033 -0.16
S 2.142 -0.098 -0.149 0.66
Cl -1.247 -1.183 0.073 0.65

=====

12
Properties=species:S:1:pos:R:3:lowdin_charge:R:1 method="wB97M-V/def2-TZVPD" e_tot_ha=-868.041993 smiles=C#C[SiH3].CCl homo_energy_ev=-9.9 total_charge=0
C -0.960 0.169 1.142 -0.35
C -1.245 -0.980 0.930 0.03
C 0.444 -0.792 -1.422 -0.55
Si 0.244 1.412 1.228 0.56
Cl 0.020 -1.539 -2.966 0.49
H -0.600 -0.723 -0.941 0.01
H -1.553 -1.955 0.652 0.06
H 1.290 -1.160 -1.066 0.00
H 0.573 0.230 -1.448 -0.03
H 1.243 0.717 2.020 -0.06
H -0.033 2.716 1.975 -0.07
H 0.576 1.906 -0.104 -0.07

=====

14
Properties=species:S:1:pos:R:3:lowdin_charge:R:1 method="wB97M-V/def2-TZVPD" e_tot_ha=-1726.231050 homo_energy_ev="-19.5 / -21.2" multiplicity=5 s_squared=6.0124 total_charge=+2
O -0.694 -1.448 1.768 -0.03
C 0.622 -1.423 1.625 -0.06
C 1.224 -0.629 0.718 0.08
O 0.365 0.265 0.056 -0.21
C 0.973 1.317 -0.684 0.03
Co -1.431 -0.293 0.465 1.13
H 1.239 -1.980 2.341 0.18
H 2.291 -0.486 0.567 0.18
H 0.169 1.872 -1.177 0.12
H 1.525 1.973 0.002 0.14
H 1.653 0.905 -1.440 0.13
O -2.510 -0.035 -1.054 0.02
H -2.987 -0.747 -1.524 0.16
H -2.440 0.709 -1.664 0.13

=====

Copy entry 2 word for word.
13
Properties=species:S:1:pos:R:3:lowdin_charge:R:1 method="wB97M-V/def2-TZVPD" e_tot_ha=-1052.055956 homo_energy_ev=-8.4 total_charge=0
C -1.425 0.386 -0.866 -0.08
C -0.220 -0.481 -0.381 -0.30
C 0.764 0.212 0.391 -0.89
O 1.802 0.702 -0.277 0.01
S 0.620 0.706 1.981 0.94
Cl 2.118 -1.987 0.897 -0.23
H -1.752 0.855 0.028 0.05
H -2.186 -0.275 -1.278 0.08
H -1.277 1.137 -1.610 0.07
H 0.268 -0.911 -1.373 0.17
H -0.741 -1.333 0.213 0.14
H 2.533 1.001 0.232 0.10
H -0.505 -0.013 2.043 -0.06